Density functional theory data (ωB97M-V/def2-TZVPD) for C55H92CsN5P3S2Si as an isolated structure at a distorted geometry.

As for the total charge: -1. The value obtained for the LUMO energy is 1.81 eV. The calculation puts the gap between HOMO and LUMO at 5.6 eV. The energy comes out at -123945.485 eV. The largest force on an atom is 0.03159 Eh/bohr. Its energy relative to the best compared isomer or geometry (same formula, charge and spin) is 5.8 kcal/mol. The value obtained for the HOMO energy is -0.14028 Ha.

The geometry in XYZ format:
```
159
C55H92CsN5P3S2Si, DFT ωB97M-V/def2-TZVPD
Cs 0.74820 -2.14737 -0.85901
C 3.48899 5.53100 2.88383
C 3.29787 4.13088 3.48569
C 1.80596 3.78711 3.47798
C 3.78281 4.14227 4.94335
C 4.12113 3.11402 2.70226
C 5.49112 3.33568 2.53097
C 6.30642 2.45388 1.84380
C 5.74766 1.29178 1.34816
S 6.48411 -0.01804 0.47967
C 4.85980 -0.84014 0.44491
N 3.93507 -0.14565 1.00968
C 4.36815 1.03124 1.52074
C 3.56498 1.96072 2.17715
C 4.70149 -2.10956 -0.18129
C 5.78449 -2.65742 -0.89112
C 5.60601 -3.80144 -1.62684
C 4.35904 -4.42468 -1.61939
C 3.34578 -3.93562 -0.81975
C 3.42937 -2.74383 -0.06589
H 2.83028 6.24789 3.37324
H 3.26658 5.52378 1.81903
H 4.51386 5.87222 3.00627
H 1.24909 4.51756 4.06299
H 1.63386 2.80493 3.91260
H 1.41317 3.78385 2.46513
H 3.22122 4.87066 5.52710
H 4.83771 4.39686 5.00049
H 3.64359 3.16115 5.39091
H 5.94097 4.22639 2.94261
H 7.35859 2.66880 1.71122
H 2.51454 1.73343 2.24911
H 6.75856 -2.17403 -0.86436
H 6.42183 -4.21631 -2.20623
H 4.20211 -5.30574 -2.23238
H 2.41804 -4.50012 -0.79809
C 1.44701 -0.11784 -4.60313
C 0.85037 -1.48312 -4.79627
C 0.68619 -1.99788 -6.06971
C 0.11112 -3.26286 -6.18212
C -0.24447 -3.93747 -5.04994
C -0.02376 -3.36407 -3.76401
N 0.50732 -2.12204 -3.68985
N -0.31119 -3.95563 -2.61653
Si -0.81901 -5.53844 -2.34511
C -0.88769 -5.78461 -0.45772
C -2.58182 -6.04316 -2.93046
C 0.32808 -6.93423 -2.99241
H 1.48099 0.43374 -5.54089
H 2.45802 -0.20997 -4.20608
H 0.84580 0.43223 -3.88471
H 0.99064 -1.44178 -6.94474
H -0.04938 -3.69494 -7.16544
H -0.69876 -4.91227 -5.09917
H -1.54075 -5.05662 0.01259
H 0.09790 -5.68390 -0.02010
H -1.26005 -6.77472 -0.21194
H -3.32403 -5.41325 -2.45114
H -2.81064 -7.07511 -2.68220
H -2.69912 -5.92656 -4.00239
H 1.25833 -6.94072 -2.43499
H 0.57842 -6.77653 -4.03574
H -0.12134 -7.91868 -2.90298
C 0.63074 -5.94809 2.76886
P 1.02111 -4.19213 2.30009
C 2.73662 -4.19729 2.98332
C 0.04009 -3.39156 3.70079
C -0.67696 -2.11441 3.26754
P 0.20006 -0.46926 3.39565
C 1.96771 -0.94305 3.52823
C -0.07276 -0.15111 5.20960
H 0.83797 -6.13824 3.82411
H 1.24105 -6.61159 2.15833
H -0.41557 -6.15802 2.55494
H 2.74830 -4.29620 4.06962
H 3.24482 -3.29254 2.66734
H 3.26012 -5.03876 2.53436
H 0.66726 -3.23040 4.58014
H -0.72599 -4.12370 3.97534
H -1.59076 -1.98229 3.86164
H -0.99152 -2.21795 2.22338
H 2.51775 -0.05258 3.82606
H 2.32241 -1.25027 2.54664
H 2.13450 -1.72079 4.26996
H 0.54740 0.69635 5.49653
H 0.19968 -1.01151 5.81905
H -1.11365 0.10897 5.39353
C -2.71671 4.96312 -3.87359
C -1.90501 3.84454 -4.52053
C -0.89763 3.24146 -3.52621
C -1.38167 3.36581 -2.07212
C -2.90252 3.20068 -2.06635
C -3.58143 4.40145 -2.73887
P -0.56734 2.03436 -0.99778
C -1.28978 2.31431 0.73190
C -2.45023 1.33287 0.91692
C -2.88329 1.22118 2.38265
C -2.73996 2.55776 3.11812
C -2.89055 3.70203 2.12464
C -1.69684 3.73258 1.16467
C 1.18303 2.68053 -0.70790
C 2.10115 2.11478 -1.79710
C 3.52052 2.64565 -1.63603
C 3.56665 4.16864 -1.83824
C 2.18531 4.80917 -1.67731
C 1.41342 4.18977 -0.51529
H -3.34877 5.44969 -4.62058
H -2.03242 5.71892 -3.48055
H -1.37333 4.23317 -5.39257
H -2.59256 3.07388 -4.87360
H 0.06284 3.74537 -3.64038
H -0.74681 2.18762 -3.77200
H -1.13716 4.36754 -1.70142
H -3.27858 3.11035 -1.04951
H -3.15445 2.27806 -2.59458
H -3.75763 5.18760 -1.99846
H -4.55574 4.09508 -3.12926
H -0.49099 1.95068 1.39331
H -2.13546 0.35130 0.56093
H -3.30629 1.64123 0.31492
H -2.27509 0.46442 2.88204
H -3.92580 0.89211 2.41270
H -1.76039 2.62352 3.59625
H -3.49365 2.63658 3.90611
H -2.95760 4.65700 2.64840
H -3.81955 3.56018 1.57015
H -0.85928 4.20920 1.67525
H -1.95635 4.35421 0.30786
H 1.45714 2.15874 0.22024
H 1.74151 2.37653 -2.79289
H 2.10186 1.02516 -1.71665
H 4.17757 2.14656 -2.35013
H 3.88238 2.39113 -0.63936
H 3.94375 4.40153 -2.83582
H 4.26274 4.60326 -1.11574
H 1.61222 4.69017 -2.59924
H 2.30469 5.88255 -1.50760
H 0.46980 4.72374 -0.38738
H 1.99483 4.34614 0.39725
C -7.06918 0.61706 -0.78705
C -6.29574 -0.60346 -1.28060
N -4.99127 -0.67871 -0.65080
C -4.40224 -1.81915 -0.19073
S -2.76286 -2.01950 -0.26362
N -5.17833 -2.81741 0.33282
C -6.26661 -2.60741 1.26930
C -7.38455 -3.61050 1.00699
H -8.03471 0.67728 -1.28223
H -6.51287 1.52517 -1.00346
H -7.23190 0.56372 0.28674
H -6.17911 -0.53773 -2.37035
H -6.84621 -1.51852 -1.06238
H -4.30371 -0.04376 -1.03703
H -4.60494 -3.62126 0.55484
H -6.62807 -1.58497 1.16468
H -5.90508 -2.72637 2.30058
H -7.73807 -3.52747 -0.01728
H -8.21812 -3.43820 1.68175
H -7.01796 -4.62212 1.15618
```